# 1
{"formula": "C2H8N3O2", "method": "ωB97M-V/def2-TZVPD", "symbols": ["C", "C", "N", "N", "N", "O", "O", "H", "H", "H", "H", "H", "H", "H", "H"], "xyz": [[-0.87291, 1.60075, 1.22413], [-0.29095, 2.71311, 1.14323], [0.75484, -1.00129, -1.35124], [0.69736, 0.03845, -0.70169], [-0.67628, -2.24612, 0.43770], [-1.31208, 0.51681, 1.22655], [1.31919, 1.05737, -1.29190], [-0.40155, 3.34042, 0.25268], [0.53623, 3.00266, 1.71765], [-0.00123, -1.76730, -0.34968], [1.22823, -1.19119, -2.26063], [-1.59158, -2.66648, 0.18772], [-1.04785, -1.47481, 0.95485], [-0.10036, -2.81811, 1.01612], [1.75895, 0.89574, -2.20550]], "mulliken_charge": [0.77, -0.91, -0.57, 0.35, -0.48, -0.50, -0.33, 0.27, 0.31, 0.44, 0.24, 0.38, 0.32, 0.37, 0.35], "de_lowest_kcal_mol": 118.2, "largest_force_ev_per_a": 3.888, "charge": 1, "energy_ev": -10758.537, "homo_lumo_gap_ev": 8.77}

# 2
{"formula": "C2H8N3OS", "method": "ωB97M-V/def2-TZVPD", "symbols": ["C", "C", "N", "N", "N", "O", "S", "H", "H", "H", "H", "H", "H", "H", "H"], "xyz": [[0.63523, 0.50317, -0.69187], [2.00026, -0.20663, -0.31634], [-0.41360, 0.32285, 0.04540], [-1.53671, 0.96655, -0.06876], [1.73679, -0.76256, 1.04838], [-4.36145, 0.17760, -0.59318], [-3.34663, 0.31549, 0.42983], [0.63293, 1.17366, -1.55170], [2.15239, -1.00608, -1.03410], [2.88611, 0.39352, -0.34126], [-1.48137, 1.70558, -0.79325], [-0.37262, -0.23012, 0.90401], [2.58965, -0.69486, 1.60513], [1.67318, -1.76142, 0.95195], [-2.79416, -0.89674, 0.40574]], "mulliken_charge": [-0.13, -0.31, 0.35, -0.82, -0.66, -0.40, 0.52, 0.36, 0.30, 0.38, 0.26, 0.46, 0.27, 0.23, 0.19], "de_lowest_kcal_mol": 78.0, "largest_force_ev_per_a": 4.069, "charge": 1, "energy_ev": -19546.234, "homo_lumo_gap_ev": [9.45, 9.45]}

# 3
{"formula": "C2H8N3S", "method": "ωB97M-V/def2-TZVPD", "symbols": ["C", "C", "N", "N", "N", "S", "H", "H", "H", "H", "H", "H", "H", "H"], "xyz": [[1.26990, 0.29871, -0.26115], [-2.73451, -0.40741, 0.43945], [2.43104, 0.90268, 0.06974], [1.29545, -0.73048, -1.18837], [0.19021, 0.68014, 0.39886], [-1.65516, 0.20190, -0.86330], [-2.48152, 0.06534, 1.29029], [-2.72514, -1.42803, 0.57297], [-3.66636, -0.09383, 0.21137], [3.13445, 0.24314, -0.12783], [2.47358, 1.29749, 1.00196], [1.92061, -1.45498, -1.04890], [0.34449, -1.16289, -1.28961], [0.20295, 1.58825, 0.79452]], "mulliken_charge": [0.69, -0.80, -0.41, -0.45, -0.46, 0.10, 0.33, 0.32, 0.40, 0.26, 0.26, 0.30, 0.21, 0.25], "de_lowest_kcal_mol": 31.6, "largest_force_ev_per_a": 5.003, "charge": 1, "energy_ev": -17501.035, "homo_lumo_gap_ev": 8.16}

# 4
{"formula": "C2H8N4", "method": "ωB97M-V/def2-TZVPD", "symbols": ["C", "N", "C", "N", "N", "N", "H", "H", "H", "H", "H", "H", "H", "H"], "xyz": [[-0.42460, 1.61760, -0.09665], [-0.50115, -0.82926, -0.46467], [0.23599, 0.26860, -0.04660], [-1.78223, -0.96017, 0.20390], [2.24695, -0.90070, -0.05743], [1.50537, 0.26347, 0.11549], [-0.00567, -1.71065, -0.50227], [-2.04615, -0.37724, 0.99516], [-2.49299, -0.78806, -0.50807], [1.83155, -1.73490, 0.35940], [3.16539, -0.73349, 0.33751], [-1.50788, 1.53158, -0.12187], [-0.09330, 2.15030, -0.98553], [-0.13129, 2.20292, 0.77164]], "mulliken_charge": [-0.93, -0.08, 0.45, -0.67, -0.58, -0.32, 0.31, 0.26, 0.25, 0.19, 0.26, 0.35, 0.24, 0.27], "de_lowest_kcal_mol": 51.3, "largest_force_ev_per_a": 1.957, "charge": 0, "energy_ev": -8162.026, "smiles": "C/C(=N/N)NN", "homo_lumo_gap_ev": 9.06}

# 5
{"formula": "C2H8N4", "method": "ωB97M-V/def2-TZVPD", "symbols": ["N", "C", "N", "H", "H", "H", "H", "N", "C", "N", "H", "H", "H", "H"], "xyz": [[-0.13979, 0.79107, -1.44491], [0.87896, -0.08320, -1.65420], [1.93362, -0.40719, -0.94417], [-0.63400, 0.87523, -0.62754], [-0.83605, 1.00834, -2.17473], [0.99637, -0.42128, -2.70906], [2.32578, -1.18306, -1.35724], [0.42694, 0.14449, 1.49070], [-0.98434, -0.11147, 1.70253], [-1.87014, -0.01056, 0.76021], [1.00262, 0.02530, 0.58509], [0.88943, -0.26203, 2.29568], [-1.21196, -0.59836, 2.82402], [-2.77745, 0.23271, 1.25360]], "mulliken_charge": [-0.44, 0.06, -0.69, 0.30, 0.26, 0.29, 0.22, -0.45, 0.09, -0.66, 0.32, 0.26, 0.21, 0.22], "de_lowest_kcal_mol": 41.2, "largest_force_ev_per_a": 4.917, "charge": 0, "energy_ev": -8162.464, "smiles": "[H]/N=C/N.[H]/N=C/N", "homo_lumo_gap_ev": 10.08}

# 6
{"formula": "C2H8N4", "method": "ωB97M-V/def2-TZVPD", "symbols": ["N", "C", "N", "H", "H", "H", "H", "N", "C", "N", "H", "H", "H", "H"], "xyz": [[-1.22221, 0.41875, -1.17726], [-1.98400, 0.07152, -0.12003], [-1.66827, 0.26804, 1.11626], [-0.29076, 0.76924, -1.09512], [-1.44262, 0.12869, -2.10921], [-2.93942, -0.38053, -0.37435], [-2.50000, 0.02637, 1.64449], [1.16703, 0.63494, 0.54086], [1.70230, -0.55329, 0.25594], [2.90765, -0.59017, -0.23565], [0.22963, 0.79454, 0.96445], [1.85834, 1.35075, 0.72228], [1.07751, -1.42006, 0.47511], [3.10481, -1.51880, -0.60775]], "mulliken_spin": [0.01, 0.00, 0.00, 0.00, 0.00, 0.00, 0.00, 0.48, -0.08, 0.64, -0.01, -0.02, 0.00, -0.01], "de_lowest_kcal_mol": 4.4, "largest_force_ev_per_a": 2.325, "charge": 1, "energy_ev": -8155.121, "spin_multiplicity": 2, "homo_lumo_gap_ev": [9.33, 4.89]}